Density functional theory data (the ωB97M-V functional and the def2-TZVPD basis) for a structure of composition C55H79N4SbY at a distorted geometry.

Its gap between HOMO and LUMO is 5.7 eV. The value obtained for the LUMO energy is -3.5789 eV. Its highest occupied orbital energy is -9.29 eV. Its molar mass is 1006.93 u. The max |F| comes out at 2.5 eV/Å.

```
! RIJCOSX wB97M-V def2-TZVPD def2/J DEFGRID3
* xyz 1 1
Y 0.05 0.18 -0.34
C 1.44 -2.74 -5.95
C 1.15 -3.53 -4.66
C 1.41 -2.71 -3.43
C 2.52 -2.72 -2.64
C 3.75 -3.56 -2.77
C 4.89 -2.82 -3.50
C 2.30 -1.72 -1.61
C 3.20 -1.40 -0.60
C 3.12 -0.36 0.34
C 4.15 0.05 1.25
C 5.41 -0.72 1.53
C 5.15 -2.01 2.32
C 3.74 1.23 1.82
C 2.45 1.54 1.26
C 1.76 2.74 1.38
C 0.59 3.15 0.74
N -0.25 2.34 0.02
C -1.24 3.13 -0.50
C -2.24 2.70 -1.38
C -2.31 1.50 -2.09
N -1.37 0.50 -2.00
C -1.61 -0.37 -3.03
C -0.75 -1.40 -3.41
C 0.51 -1.71 -2.89
N 1.08 -1.13 -1.80
C -2.81 0.03 -3.73
C -3.24 1.19 -3.14
C -4.40 2.06 -3.54
C -4.00 3.18 -4.51
C -3.40 -0.69 -4.90
C -2.72 -0.33 -6.23
C -1.03 4.49 -0.08
C 0.10 4.51 0.69
C 0.77 5.68 1.33
C 1.96 6.21 0.51
C -1.90 5.65 -0.47
C -1.51 6.26 -1.82
N 2.08 0.52 0.42
C 4.47 2.03 2.85
C 4.23 1.51 4.27
H 1.26 -3.36 -6.83
H 0.81 -1.85 -6.02
H 2.48 -2.41 -5.97
H 0.11 -3.86 -4.67
H 1.77 -4.43 -4.64
H 4.09 -3.87 -1.78
H 3.51 -4.47 -3.32
H 5.13 -1.88 -2.99
H 5.79 -3.43 -3.53
H 4.60 -2.58 -4.52
H 4.12 -1.97 -0.58
H 5.90 -0.96 0.58
H 6.10 -0.09 2.08
H 4.46 -2.66 1.78
H 6.08 -2.56 2.49
H 4.70 -1.78 3.29
H 2.24 3.50 1.99
H -3.01 3.43 -1.62
H -1.06 -1.99 -4.27
H -5.17 1.44 -4.00
H -4.85 2.49 -2.64
H -3.62 2.77 -5.44
H -4.85 3.82 -4.74
H -3.21 3.81 -4.08
H -3.33 -1.77 -4.73
H -4.47 -0.46 -4.96
H -1.66 -0.56 -6.20
H -3.17 -0.89 -7.05
H -2.83 0.73 -6.44
H 0.04 6.48 1.46
H 1.11 5.41 2.33
H 1.63 6.54 -0.48
H 2.43 7.06 1.01
H 2.71 5.44 0.37
H -2.95 5.33 -0.50
H -1.84 6.42 0.31
H -1.53 5.50 -2.61
H -2.19 7.06 -2.10
H -0.50 6.67 -1.78
H 5.54 2.03 2.63
H 4.15 3.08 2.80
H 4.59 0.48 4.37
H 4.75 2.12 5.01
H 3.16 1.51 4.51
C 0.58 -2.16 3.79
C 0.40 -2.58 2.36
C -0.66 -2.10 1.59
C -0.86 -2.58 0.29
C -0.01 -3.53 -0.25
C 1.05 -3.99 0.50
C 1.26 -3.52 1.79
H 0.33 -2.99 4.47
H -0.07 -1.33 4.04
H 1.61 -1.87 4.00
H -1.38 -1.42 2.04
H -1.74 -2.27 -0.27
H -0.18 -3.90 -1.25
H 1.73 -4.73 0.08
H 2.08 -3.90 2.39
C -2.66 4.43 3.02
C -3.65 3.27 3.16
C -4.35 3.06 1.82
C -4.69 3.62 4.23
Sb -2.43 1.45 3.45
C -1.23 2.02 5.23
C -0.64 0.79 5.92
C -0.06 2.83 4.66
C -1.99 2.84 6.26
C -3.89 -0.09 4.06
C -3.19 -1.23 4.78
C -5.05 0.41 4.92
C -4.44 -0.62 2.73
H -3.20 5.30 2.61
H -1.84 4.20 2.34
H -2.24 4.74 3.98
H -4.91 3.97 1.55
H -5.07 2.24 1.85
H -3.64 2.86 1.01
H -4.91 4.69 4.15
H -4.37 3.43 5.25
H -5.63 3.10 4.06
H -0.02 0.20 5.24
H -1.39 0.15 6.37
H 0.02 1.14 6.73
H 0.49 2.26 3.90
H 0.64 3.07 5.47
H -0.38 3.77 4.20
H -2.85 2.30 6.67
H -2.35 3.79 5.88
H -1.33 3.06 7.11
H -2.92 -0.97 5.80
H -2.29 -1.58 4.26
H -3.88 -2.09 4.84
H -4.72 0.95 5.81
H -5.64 -0.45 5.26
H -5.72 1.06 4.36
H -3.65 -1.03 2.09
H -4.96 0.15 2.15
H -5.16 -1.43 2.92
*
```